# C41H25CoF15GeNO2PS

C41H25CoF15GeNO2PS as an isolated structure (ωB97M-V/def2-TZVPD, the OMol25 dataset).

The geometry in XYZ format:
```
88
C41H25CoF15GeNO2PS ωB97M-V/def2-TZVPD
Co -0.714 2.151 -0.079
O -2.364 4.397 -0.153
N -1.714 3.602 -1.036
C -1.914 3.897 -2.264
C -1.319 3.285 -3.442
C -1.521 4.000 -4.631
C -0.996 3.562 -5.828
C -0.257 2.390 -5.869
C -0.055 1.668 -4.707
C -0.581 2.090 -3.487
P -0.286 1.053 -2.012
C 1.488 0.685 -2.148
C 2.357 1.598 -1.559
C 3.723 1.405 -1.621
C 4.237 0.295 -2.273
C 3.378 -0.619 -2.864
C 2.005 -0.429 -2.801
C -1.182 -0.474 -2.438
C -2.296 -0.412 -3.272
C -3.033 -1.553 -3.541
C -2.654 -2.771 -2.996
C -1.543 -2.842 -2.173
C -0.821 -1.700 -1.884
H -1.814 4.150 0.690
H -2.570 4.744 -2.443
H -2.095 4.915 -4.601
H -1.160 4.135 -6.728
H 0.161 2.040 -6.802
H 0.518 0.754 -4.744
H 1.962 2.460 -1.027
H 4.387 2.115 -1.148
H 5.305 0.137 -2.311
H 3.776 -1.484 -3.375
H 1.346 -1.146 -3.270
H -2.598 0.527 -3.712
H -3.900 -1.489 -4.182
H -3.223 -3.664 -3.212
H -1.240 -3.790 -1.747
H 0.045 -1.753 -1.232
F 3.141 -1.032 1.530
C 2.868 -2.047 0.703
C 1.578 -2.551 0.652
C 1.377 -3.618 -0.200
F 0.158 -4.172 -0.299
C 2.385 -4.161 -0.988
F 2.134 -5.183 -1.807
C 3.664 -3.627 -0.911
F 4.644 -4.121 -1.662
C 3.911 -2.567 -0.047
F 5.140 -2.059 0.044
Ge 0.153 -1.594 1.654
S 0.268 0.449 1.045
C -1.593 -2.515 1.450
C -2.755 -1.947 0.962
F -2.780 -0.669 0.571
C -3.953 -2.651 0.892
F -5.050 -2.071 0.407
C -4.007 -3.965 1.342
F -5.146 -4.645 1.283
C -2.863 -4.559 1.864
F -2.901 -5.816 2.301
C -1.690 -3.819 1.906
F -0.582 -4.408 2.388
C 0.508 -1.689 3.600
C -0.432 -1.115 4.437
F -1.575 -0.655 3.900
C -0.261 -1.008 5.808
F -1.193 -0.443 6.574
C 0.902 -1.509 6.382
F 1.089 -1.425 7.694
C 1.859 -2.115 5.578
F 2.964 -2.617 6.127
C 1.644 -2.201 4.207
F 2.579 -2.817 3.477
C -0.671 5.010 2.978
C -0.129 3.641 2.545
C 1.347 3.782 2.151
C -0.311 2.631 3.679
O -0.902 3.266 1.428
H -0.081 5.423 3.795
H -1.701 4.921 3.315
H -0.640 5.707 2.145
H 1.906 4.276 2.945
H 1.432 4.396 1.252
H 1.800 2.815 1.960
H 0.271 2.922 4.553
H 0.013 1.655 3.346
H -1.359 2.571 3.966
```

HOMO level (alpha / beta) (eV): -8.268 / -8.255
Energy above the lowest of the compared OMol25 structures with the same formula, charge and spin (kcal/mol): 0.00
Multiplicity: 2
HOMO-LUMO gap (alpha / beta) (eV): 7.612 / 7.609

Results of the Mulliken charge analysis, in e, for atoms 1 through 4: number 1, Co, carries -0.2029; number 2, O, carries -0.6730; number 3, N, carries 0.5983; number 4, C, carries -0.5577

# C9H10N2O2S

C9H10N2O2S as an isolated structure in a non-equilibrium geometry (ωB97M-V/def2-TZVPD, the OMol25 dataset).

The geometry in XYZ format:
```
24
C9H10N2O2S ωB97M-V/def2-TZVPD
C 3.000 1.239 -0.171
C 2.420 1.601 1.035
C 2.744 0.007 -0.782
C 1.354 0.796 1.443
C 1.595 -0.753 -0.405
C 0.978 -0.387 0.781
C -1.584 1.687 0.656
C -1.748 -0.297 -0.695
C -3.154 -0.603 -1.228
N -1.673 0.515 0.434
N -1.094 -1.538 -0.368
O -1.691 2.753 1.068
O -0.037 -2.618 1.733
S -0.560 -1.331 1.271
H 3.905 1.877 -0.477
H 2.879 2.352 1.672
H 3.517 -0.172 -1.641
H 0.913 0.962 2.480
H 1.343 -1.784 -0.642
H -1.014 0.204 -1.568
H -3.709 -1.189 -0.442
H -3.038 -1.143 -2.254
H -3.760 0.240 -1.422
H -1.587 -2.421 -0.478
```

HOMO level (eV): -8.609
Energy above the lowest of the compared OMol25 structures with the same formula, charge and spin (kcal/mol): 92.56
HOMO-LUMO gap (eV): 9.119

Results of the Mulliken charge analysis, in e, for atoms 1 through 4: number 1, C, carries -0.4054; number 2, C, carries -0.4393; number 3, C, carries -0.5535; number 4, C, carries -0.3104

# C19H39O13Zn

C19H39O13Zn as an isolated structure in a non-equilibrium geometry (ωB97M-V/def2-TZVPD, the OMol25 dataset).

The geometry in XYZ format:
```
72
C19H39O13Zn ωB97M-V/def2-TZVPD
Zn 1.263 1.165 -1.894
C -0.279 0.774 1.187
O 0.234 1.017 -0.116
H 0.525 0.773 1.924
H -0.926 1.568 1.559
H -0.680 -0.236 1.103
C -3.191 -5.475 -0.769
O -2.482 -4.369 -0.202
C -2.518 -4.156 1.079
O -3.217 -4.778 1.914
O -1.583 -3.208 1.345
C -1.210 -2.826 2.684
H -4.038 -5.784 -0.157
H -2.536 -6.344 -0.832
H -3.511 -5.328 -1.801
H -2.101 -2.377 3.123
H -0.573 -1.947 2.590
H -0.727 -3.628 3.241
C -0.760 -1.046 -4.442
O -0.411 -2.144 -3.608
C 0.197 -1.926 -2.483
O 0.804 -0.845 -2.193
O 0.230 -3.141 -1.818
C 0.845 -3.192 -0.546
H -0.081 -0.808 -5.262
H -0.918 -0.176 -3.806
H -1.681 -1.266 -4.982
H 0.356 -4.024 -0.041
H 0.560 -2.304 0.018
H 1.931 -3.280 -0.570
C 4.006 3.800 0.103
O 3.602 4.530 -0.977
C 2.617 4.050 -1.786
O 1.906 3.024 -1.542
O 2.462 5.084 -2.666
C 1.533 4.943 -3.721
H 4.713 4.482 0.574
H 4.437 2.832 -0.155
H 3.168 3.720 0.795
H 1.911 4.069 -4.251
H 1.592 5.833 -4.348
H 0.489 4.852 -3.422
C -2.734 -0.923 -1.754
C -3.847 -0.275 -1.022
O -4.737 0.313 -1.562
C -3.863 -0.422 0.488
H -2.740 -0.850 -2.842
H -2.641 -1.971 -1.472
H -1.762 -0.510 -1.483
H -4.025 0.517 1.017
H -2.873 -0.733 0.821
H -4.704 -1.060 0.762
C 5.075 -0.716 -0.703
C 3.846 0.076 -0.360
O 3.045 0.350 -1.236
C 3.700 0.576 1.075
H 5.951 -0.092 -0.525
H 5.000 -1.033 -1.743
H 5.089 -1.536 0.014
H 3.358 -0.221 1.735
H 2.878 1.285 1.171
H 4.592 0.954 1.576
C -0.252 2.874 4.129
C -1.708 2.799 4.520
O -2.029 3.405 5.534
C -2.550 1.821 3.798
H 0.256 1.947 4.393
H 0.164 3.522 4.900
H -0.140 3.163 3.084
H -2.679 2.252 2.805
H -3.542 1.745 4.242
H -2.085 0.835 3.791
```

HOMO level (eV): -10.978
Energy above the lowest of the compared OMol25 structures with the same formula, charge and spin (kcal/mol): 35.26
HOMO-LUMO gap (eV): 6.894
Net charge: +1

Results of the Mulliken charge analysis, in e, for atoms 1 through 4: number 1, Zn, carries 0.6817; number 2, C, carries -0.1502; number 3, O, carries -0.3185; number 4, H, carries 0.1726

# H4NS

A 2-piece molecular cluster, H4NS overall (ωB97M-V/def2-TZVPD, the OMol25 dataset).

The geometry in XYZ format:
```
6
H4NS ωB97M-V/def2-TZVPD
N 1.070 -0.413 0.532
H 1.047 -1.410 0.316
H 1.315 0.076 -0.337
H 0.079 -0.113 0.601
S -2.257 0.895 -0.129
H -1.253 0.966 -0.984
```

HOMO level (alpha / beta) (eV): 4.872 / 0.674
Energy above the lowest of the compared OMol25 structures with the same formula, charge and spin (kcal/mol): 6.45
Multiplicity: 2
HOMO-LUMO gap (alpha / beta) (eV): 2.686 / 6.917
Net charge: -2

Results of the Mulliken charge analysis, in e, for atoms 1 through 4: number 1, N, carries -2.4243; number 2, H, carries 0.8842; number 3, H, carries 0.7364; number 4, H, carries 0.3120